No. 1
Formula: C5H11ClNOP
Source: the OMol25 dataset
Level of theory: wB97M-V/def2-TZVPD

```
20
Properties=species:S:1:pos:R:3:lowdin_charge:R:1
C -0.172 0.296 1.193 -0.560
C -0.485 0.210 -1.290 -0.253
C 0.629 0.263 -0.127 -0.606
C 1.413 -1.133 -0.044 -0.052
C 1.597 1.365 -0.376 -0.098
N -2.900 -1.436 0.954 -0.280
O -1.443 -0.784 -0.964 -0.456
P -2.853 -0.447 -0.208 0.698
Cl -1.544 1.356 1.196 0.641
H -0.521 -0.672 1.410 0.030
H 0.537 0.733 2.048 0.138
H -0.904 1.264 -1.367 0.108
H -0.179 -0.239 -2.308 0.154
H 2.202 -1.350 -0.849 0.103
H 0.523 -1.772 -0.057 0.066
H 2.030 -1.363 0.910 0.108
H 2.526 1.097 0.271 0.109
H 1.344 2.508 -0.325 0.115
H 1.934 1.167 -1.455 0.100
H -3.733 -1.064 1.388 -0.064
```

Calculated values
LUMO	0.027	hartree
HOMO energy	-9.10	eV
max |F|	4.2	eV/A

No. 2
Formula: C5H11ClO2
Source: the OMol25 dataset
Level of theory: wB97M-V/def2-TZVPD

```
19
Properties=species:S:1:pos:R:3:lowdin_charge:R:1
C 0.151 -0.519 -1.697 -0.048
C -0.071 0.814 -0.991 -0.463
C -0.618 0.791 0.370 -0.459
C -0.080 -0.163 1.379 -0.640
C -0.289 -1.672 1.218 -0.169
H 0.546 -0.216 -2.652 0.074
H -0.886 -1.092 -1.878 0.131
H 0.800 -1.179 -1.072 0.051
H -0.850 1.325 -1.615 0.162
H 1.950 1.156 -0.981 0.105
H -1.667 0.489 0.210 0.160
H 0.442 2.480 0.788 0.165
H -0.413 0.178 2.330 0.090
H 0.609 -2.168 0.541 0.089
H -0.470 -2.213 2.306 0.118
H -1.444 -1.722 0.507 0.158
O 1.074 1.617 -1.117 -0.073
O -0.548 2.104 0.903 -0.063
Cl 1.763 -0.009 1.452 0.610
```

Calculated values
LUMO	0.025	hartree
HOMO energy	-10.20	eV
max |F|	4.2	eV/A

For reference, energy relative to the best compared isomer or geometry (same formula, charge and spin) by record: 179.8, 184.3 kJ/mol.
For reference, frontier orbital gap by record: 9.83, 10.88 eV.